1.
A molecular structure, C49H37F15GeSSb2Se4SiZr. Source: OMol25; level of theory: the ωB97M-V functional and the def2-TZVPD basis.

```
111
Properties=species:S:1:pos:R:3:forces:R:3
Zr -1.209 1.232 -0.446 -0.4 0.1 0.3
Se -2.152 1.053 -2.962 0.0 0.0 -0.2
Se -0.572 2.728 -3.031 0.0 0.2 -0.2
Se -0.870 3.884 -0.860 0.0 0.0 -0.2
Se -3.015 3.277 -0.388 0.0 0.1 0.0
C -2.242 -3.003 -1.868 0.0 0.0 0.0
C -3.503 -3.205 -1.037 0.0 0.0 0.0
C -4.479 -2.034 -1.100 0.0 0.0 0.0
Sb -3.948 -0.155 -0.194 0.0 0.1 0.0
C -5.747 0.797 -0.821 0.0 0.0 0.0
C -5.755 1.699 -1.881 0.0 0.0 0.0
C -6.955 2.231 -2.335 0.0 0.0 0.0
C -8.150 1.867 -1.734 0.0 0.0 0.0
C -8.147 0.973 -0.674 0.0 0.0 0.0
C -6.951 0.439 -0.218 0.0 0.0 0.0
C -4.549 -0.574 1.798 0.0 0.0 0.0
C -4.642 -1.870 2.289 0.0 0.0 0.0
C -4.995 -2.097 3.614 0.0 0.0 0.0
C -5.263 -1.027 4.452 0.0 0.0 0.0
C -5.180 0.271 3.967 0.0 0.0 0.0
C -4.820 0.496 2.648 0.0 0.0 0.0
Sb -0.723 -1.738 -1.010 0.0 0.0 -0.1
C 0.677 -2.111 -2.565 0.0 0.0 0.1
C 1.235 -1.057 -3.282 0.0 0.1 0.0
C 2.133 -1.308 -4.309 0.0 0.0 0.0
C 2.484 -2.610 -4.630 0.0 0.0 0.0
C 1.917 -3.666 -3.933 0.0 0.0 0.0
C 1.011 -3.417 -2.911 0.0 0.0 0.0
C -0.187 -3.044 0.576 0.0 0.0 0.0
C 0.874 -3.943 0.553 0.0 0.0 0.0
C 1.130 -4.748 1.652 0.0 0.0 0.0
C 0.330 -4.667 2.783 0.0 0.0 0.0
C -0.728 -3.772 2.816 0.0 0.0 0.0
C -0.978 -2.960 1.721 -0.1 0.0 0.0
H -2.479 -2.602 -2.857 0.0 0.0 0.0
H -1.725 -3.953 -2.014 0.0 0.0 0.0
H -3.232 -3.436 -0.002 0.0 0.0 0.0
H -4.024 -4.092 -1.408 0.0 0.0 0.0
H -5.433 -2.282 -0.630 0.0 0.0 0.0
H -4.692 -1.773 -2.140 0.0 0.0 0.0
H -4.828 1.998 -2.353 0.0 0.0 0.0
H -6.952 2.934 -3.157 0.0 0.0 0.0
H -9.084 2.282 -2.089 0.0 0.0 0.0
H -9.077 0.692 -0.198 0.0 0.0 0.0
H -6.961 -0.248 0.620 0.0 0.0 0.0
H -4.443 -2.718 1.646 0.0 0.0 0.0
H -5.064 -3.110 3.987 0.0 0.0 0.0
H -5.538 -1.202 5.484 0.0 0.0 0.0
H -5.391 1.108 4.619 0.0 0.0 0.0
H -4.755 1.516 2.282 0.0 0.0 0.0
H 0.985 -0.030 -3.036 0.0 -0.1 0.0
H 2.561 -0.479 -4.860 0.0 0.0 0.0
H 3.190 -2.804 -5.426 0.0 0.0 0.0
H 2.179 -4.686 -4.181 0.0 0.0 0.0
H 0.578 -4.257 -2.383 0.0 0.0 0.0
H 1.526 -4.003 -0.307 0.0 0.0 0.0
H 1.965 -5.436 1.628 0.0 0.0 0.0
H 0.540 -5.290 3.641 0.0 0.0 0.0
H -1.350 -3.693 3.698 0.0 0.0 0.0
H -1.796 -2.245 1.777 0.0 0.0 0.0
C 0.820 3.014 2.469 0.0 0.0 -0.1
Si -0.094 1.431 2.931 0.1 0.0 0.0
C 1.056 -0.056 3.025 -0.1 0.0 0.0
C -0.699 1.760 4.684 -0.1 0.0 -0.1
C -1.523 1.019 1.787 0.2 -0.2 0.1
H 1.619 3.188 3.196 0.0 0.0 0.0
H 0.142 3.870 2.526 0.0 0.0 0.0
H 1.268 2.995 1.474 0.0 0.0 0.0
H 2.103 0.235 3.063 0.1 0.0 0.0
H 0.939 -0.727 2.172 0.0 0.0 0.0
H 0.845 -0.627 3.931 0.0 -0.1 0.0
H 0.158 1.824 5.357 0.0 0.0 0.1
H -1.349 0.964 5.048 0.0 -0.1 0.0
H -1.249 2.700 4.753 0.0 0.0 0.0
H -2.376 1.650 2.070 0.1 -0.1 -0.1
H -1.798 -0.007 2.080 0.0 0.1 0.0
F 6.356 1.322 -0.911 0.0 0.0 -0.1
C 5.919 0.069 -0.696 0.1 -0.1 0.0
C 4.558 -0.166 -0.604 0.0 -0.1 0.0
C 4.179 -1.474 -0.365 -0.1 -0.1 0.1
F 2.895 -1.808 -0.197 0.1 0.0 -0.1
C 5.100 -2.505 -0.258 0.0 0.1 0.0
F 4.690 -3.754 -0.030 0.0 0.0 0.0
C 6.451 -2.232 -0.372 0.0 0.1 0.0
F 7.344 -3.211 -0.266 0.0 0.0 0.0
C 6.870 -0.927 -0.589 -0.1 -0.1 0.0
F 8.169 -0.653 -0.695 0.0 0.0 0.0
Ge 3.360 1.383 -0.747 0.0 0.1 0.0
S 1.301 0.824 -0.429 0.0 -0.2 0.3
C 3.550 2.154 -2.550 0.0 0.1 0.0
C 4.314 1.621 -3.576 0.0 -0.1 -0.1
F 5.018 0.493 -3.408 0.0 0.1 0.1
C 4.371 2.186 -4.841 -0.1 0.1 0.0
F 5.114 1.631 -5.797 0.0 0.0 0.0
C 3.635 3.327 -5.115 0.0 0.0 0.1
F 3.672 3.875 -6.323 0.0 0.0 0.0
C 2.850 3.884 -4.118 0.0 -0.1 0.0
F 2.127 4.974 -4.367 0.0 0.0 0.0
C 2.825 3.289 -2.870 -0.1 0.2 0.0
F 2.053 3.874 -1.939 0.0 -0.1 -0.1
C 4.046 2.573 0.666 0.0 0.1 0.0
C 4.252 3.937 0.554 0.1 0.2 0.0
F 4.041 4.571 -0.606 0.1 0.0 0.1
C 4.703 4.718 1.607 0.0 -0.1 0.0
F 4.886 6.028 1.450 0.0 0.0 0.0
C 4.970 4.125 2.830 0.0 0.0 -0.1
F 5.401 4.859 3.851 0.0 0.0 -0.1
C 4.795 2.759 2.977 0.0 0.0 0.0
F 5.059 2.174 4.145 0.0 0.0 0.0
C 4.341 2.017 1.901 0.0 0.0 0.2
F 4.188 0.698 2.100 0.0 0.1 0.0
```
Positions in Å, forces in eV/Å.

The highest occupied orbital energy comes out at -7.806 eV. For the strongest force on any atom, the calculation gives 0.49 eV/Å. The calculation puts the frontier orbital gap at 6.94 eV. Its spin multiplicity is 1.

Mulliken population analysis, charges in e, atoms 1 to 2: atom 1 (Zr): -0.587, atom 2 (Se): -0.381

---

2.
A molecular structure, C49H38BrF6OP3PbS in a non-equilibrium geometry. Source: OMol25; level of theory: the ωB97M-V functional and the def2-TZVPD basis.

```
100
Properties=species:S:1:pos:R:3:forces:R:3
Pb 10.879 13.122 12.459 0.1 -0.3 0.4
C 18.531 13.473 11.962 -0.5 -0.7 -0.4
C 17.346 13.271 12.960 0.7 0.6 -1.0
C 17.949 13.220 14.349 -0.1 1.2 0.5
C 16.492 14.510 12.778 0.2 1.0 0.8
C 17.060 15.814 12.858 1.1 -2.3 0.2
C 16.360 16.920 12.498 -0.9 0.3 0.3
C 15.005 16.802 12.285 -0.5 0.0 -0.4
C 14.347 15.598 12.493 -0.1 -1.0 -0.5
P 12.539 15.638 12.502 -0.2 1.5 0.2
C 12.149 16.728 13.928 -0.8 -0.1 1.7
C 11.887 16.108 15.184 0.3 -0.7 -1.7
C 11.563 16.829 16.303 0.5 0.8 -0.3
C 11.534 18.223 16.184 0.0 -0.3 0.8
C 11.705 18.878 14.988 -0.1 0.6 -0.7
C 12.043 18.147 13.860 0.5 -1.6 -0.3
C 12.015 16.686 11.107 0.6 -0.6 -0.9
C 12.882 16.903 9.992 -0.9 -0.1 0.2
C 12.508 17.827 9.015 -0.8 -0.3 0.1
C 11.254 18.466 9.103 0.7 0.6 1.0
C 10.414 18.246 10.192 0.7 -1.2 -0.4
C 10.756 17.283 11.139 -0.4 0.7 0.6
C 15.112 14.411 12.594 -0.6 0.1 1.6
O 14.413 13.218 12.882 0.2 1.4 -0.7
C 15.108 12.064 12.726 1.2 -1.5 -0.5
C 14.400 10.846 12.520 -0.6 0.8 0.1
C 15.101 9.684 12.231 0.4 -0.8 -0.7
C 16.502 9.675 12.197 -0.5 -1.5 -0.7
C 17.192 10.806 12.466 -0.1 2.2 0.7
C 16.518 12.036 12.696 0.0 -0.7 -0.1
P 12.553 10.609 12.681 1.2 -0.1 -0.4
C 12.177 9.468 11.328 -0.5 0.3 -1.7
C 12.821 9.594 10.084 0.2 0.4 -0.1
C 12.587 8.744 9.002 -0.1 -0.1 -0.2
C 11.561 7.785 9.096 -0.1 -0.2 0.0
C 10.847 7.678 10.305 1.0 0.8 -0.1
C 11.147 8.540 11.383 -0.5 -1.1 0.6
C 12.394 9.520 14.096 -0.7 0.2 1.2
C 11.720 10.029 15.195 -0.7 -0.2 0.8
C 11.304 9.254 16.297 1.1 -1.0 -0.5
C 11.696 7.897 16.322 0.0 0.6 -0.9
C 12.466 7.375 15.237 0.4 -0.5 0.5
C 12.815 8.192 14.154 0.3 -0.7 0.5
H 19.058 14.395 12.195 0.0 -0.1 0.0
H 18.142 13.525 10.945 0.1 0.1 0.0
H 19.246 12.650 11.990 0.0 0.0 0.2
H 18.342 14.252 14.552 0.3 -1.3 0.1
H 18.647 12.394 14.512 0.2 0.4 -0.3
H 17.158 13.071 15.049 -0.7 -0.1 0.8
H 18.115 15.895 13.181 -0.8 0.0 -0.4
H 16.769 17.902 12.526 0.5 0.5 -0.1
H 14.444 17.665 11.965 -0.1 0.2 0.3
H 11.965 15.020 15.247 -0.2 0.3 0.1
H 11.410 16.286 17.220 -0.1 0.2 0.3
H 11.496 18.855 17.051 -0.6 0.0 0.5
H 11.523 19.975 14.941 0.6 -1.0 0.0
H 12.383 18.592 12.950 -0.4 0.6 -0.5
H 13.793 16.316 9.885 0.0 0.2 0.1
H 13.154 18.025 8.164 0.0 -0.1 0.2
H 10.982 19.307 8.481 0.1 -0.2 -0.6
H 9.493 18.772 10.272 -0.6 0.3 0.1
H 10.068 17.147 11.987 0.4 -0.1 -0.3
H 14.561 8.767 11.909 0.5 0.8 0.5
H 17.074 8.794 11.853 -0.7 0.4 0.5
H 18.279 10.805 12.528 -0.3 0.0 -0.3
H 13.505 10.428 9.998 0.4 -0.2 -0.3
H 13.215 8.798 8.084 -0.7 0.2 0.8
H 11.312 7.130 8.216 0.4 0.7 1.2
H 10.142 6.883 10.441 -0.5 -0.1 0.0
H 10.625 8.414 12.341 0.0 -0.1 -0.5
H 11.514 11.074 15.229 -0.4 0.5 -0.1
H 10.751 9.705 17.126 0.2 -0.1 -0.4
H 11.406 7.288 17.179 0.2 0.0 -0.4
H 12.879 6.304 15.240 -0.8 1.8 0.2
H 13.534 7.809 13.444 -0.4 -0.2 -0.3
Br 15.688 14.340 9.874 -0.4 -0.3 -0.6
C 10.052 13.397 9.256 0.3 -0.1 0.1
C 9.962 13.690 7.860 -0.7 0.0 0.6
C 8.710 13.955 7.296 0.0 -0.4 0.6
C 7.519 13.951 8.038 1.2 -0.5 1.0
C 7.518 13.505 9.401 1.2 0.1 -0.4
C 6.306 13.245 10.096 1.1 0.1 -0.3
C 6.366 12.703 11.345 0.8 0.2 0.1
C 7.628 12.603 11.990 -1.0 -0.6 2.1
C 8.794 12.941 11.380 0.9 -0.3 0.6
C 8.838 13.255 10.046 -1.6 1.0 -1.8
H 10.887 13.717 7.288 -0.3 0.0 0.0
H 8.587 14.079 6.243 0.3 0.4 -0.6
H 6.611 14.284 7.565 -0.3 -0.2 -0.1
H 5.348 13.444 9.649 -0.1 0.0 -0.3
H 5.435 12.433 11.802 0.0 -0.2 0.6
H 7.682 12.278 13.060 -0.3 0.4 -1.1
F 9.241 14.383 14.978 0.2 -0.7 0.7
P 9.348 13.071 15.998 -0.8 -0.2 1.0
F 11.012 13.011 15.683 -1.2 -0.1 -0.2
F 9.684 14.027 17.265 -0.3 -0.9 -0.9
F 9.085 12.158 14.617 0.3 0.2 0.6
F 9.467 11.632 16.856 0.0 2.2 -1.0
F 7.724 13.153 16.332 2.1 -0.2 -0.8
S 11.609 13.135 9.958 -0.5 0.2 -1.2
```
Positions in Å, forces in eV/Å.

The highest occupied orbital energy (alpha / beta) comes out at -9.479 / -9.491 eV. The charge is +1. For the strongest force on any atom, the calculation gives 2.63 eV/Å. The calculation puts the frontier orbital gap (alpha / beta) at 2.84 / 2.88 eV. As for the expectation value of S²: 0.79. Its spin multiplicity is 2.

Mulliken population analysis, charges in e, atoms 1 to 2: atom 1 (Pb): 1.432, atom 2 (C): -1.617

---

3.
A molecular structure, C49H38IMnNO7PS in a non-equilibrium geometry. Source: OMol25; level of theory: the ωB97M-V functional and the def2-TZVPD basis.

```
99
Properties=species:S:1:pos:R:3:forces:R:3
Mn -0.843 -0.982 0.358 -0.2 0.8 -0.6
I -0.398 -2.288 2.699 -0.1 -0.5 1.3
C -2.067 -1.303 3.584 0.3 -0.2 -0.1
C -2.432 -1.586 4.874 0.3 -0.2 -0.2
C -3.515 -0.908 5.460 -0.2 0.2 0.0
C -4.191 0.039 4.744 0.0 -0.1 0.1
C -3.831 0.344 3.410 0.2 -0.2 0.0
C -4.535 1.327 2.681 0.0 0.1 -0.1
C -4.199 1.572 1.379 -0.1 0.1 0.1
C -3.152 0.860 0.763 0.1 -0.2 0.1
C -2.383 -0.092 1.415 -1.0 0.6 0.7
C -2.747 -0.348 2.779 -0.3 0.3 -0.1
H -1.879 -2.329 5.435 0.0 0.0 0.0
H -3.804 -1.135 6.480 0.0 0.0 0.0
H -5.029 0.571 5.184 0.0 0.0 0.0
H -5.338 1.870 3.168 0.0 0.0 0.0
H -4.746 2.318 0.809 0.0 0.0 0.0
H -2.941 1.077 -0.280 0.0 0.0 0.0
C -5.047 -5.539 -2.095 0.0 0.0 0.0
C -4.142 -4.499 -1.504 0.2 0.2 0.0
C -4.176 -4.154 -0.159 -0.2 -0.2 -0.1
C -3.327 -3.176 0.323 0.2 0.3 0.1
N -2.451 -2.521 -0.437 -0.1 -0.5 -0.4
C -2.409 -2.851 -1.732 0.1 0.1 0.0
C -3.222 -3.814 -2.295 -0.2 -0.2 -0.1
H -5.663 -6.009 -1.330 0.0 0.0 0.0
H -4.467 -6.315 -2.598 0.0 0.0 0.0
H -5.703 -5.091 -2.842 0.0 0.0 0.0
H -4.865 -4.643 0.519 0.0 0.0 0.0
H -3.352 -2.892 1.370 0.0 0.0 0.0
H -1.696 -2.300 -2.335 0.0 0.0 0.0
H -3.142 -4.032 -3.354 0.0 0.0 0.0
O -1.440 4.334 -7.210 0.0 0.0 -0.1
C -2.303 4.195 -6.164 -0.1 0.1 -0.1
O -3.279 4.897 -6.130 0.0 0.1 0.0
C -1.944 3.192 -5.147 0.1 -0.2 0.2
C -2.499 3.302 -3.869 0.0 0.1 -0.1
C -2.180 2.410 -2.868 0.0 0.0 0.0
C -1.289 1.348 -3.099 0.0 -0.2 0.2
S -0.763 0.225 -1.883 0.3 0.2 -0.8
C -0.768 1.217 -4.402 0.0 0.1 0.0
C -1.080 2.117 -5.396 -0.1 0.1 0.0
H -0.662 3.786 -7.060 0.0 0.0 0.1
H -3.177 4.126 -3.681 0.0 0.0 0.0
H -2.612 2.531 -1.883 0.0 0.0 0.0
H -0.106 0.385 -4.606 0.0 0.0 0.0
H -0.673 1.951 -6.390 0.0 0.0 0.0
O 0.635 0.556 1.160 0.1 0.2 -0.1
P 1.618 1.475 1.789 0.0 -0.5 0.1
C 0.768 2.687 2.816 0.1 0.2 0.0
C 1.398 3.437 3.808 0.0 -0.1 -0.1
C 0.673 4.366 4.535 0.0 0.1 0.1
C -0.678 4.555 4.274 0.0 -0.1 -0.1
C -1.307 3.814 3.280 0.0 0.2 0.2
C -0.586 2.885 2.550 0.1 -0.2 -0.1
C 2.772 0.568 2.852 -0.1 0.2 -0.1
C 2.370 0.193 4.132 0.0 0.1 0.0
C 3.160 -0.662 4.883 0.0 0.0 0.0
C 4.347 -1.152 4.355 0.0 0.0 0.0
C 4.743 -0.794 3.074 0.0 0.0 0.0
C 3.956 0.064 2.322 0.0 0.1 0.0
C 2.593 2.341 0.545 0.0 0.2 0.0
C 3.618 3.229 0.871 -0.1 -0.1 0.0
C 4.292 3.901 -0.133 0.1 0.1 0.0
C 3.947 3.695 -1.464 -0.1 -0.1 0.0
C 2.921 2.818 -1.789 0.2 0.2 0.0
C 2.241 2.144 -0.788 -0.1 -0.2 0.1
H 2.450 3.275 4.020 0.0 0.0 0.0
H 1.159 4.940 5.314 0.0 0.0 0.0
H -1.244 5.273 4.854 0.0 0.0 0.0
H -2.361 3.952 3.079 0.0 0.0 0.0
H -1.067 2.279 1.790 0.0 0.0 0.0
H 1.431 0.562 4.528 0.0 0.0 0.0
H 2.840 -0.962 5.872 0.0 0.0 0.0
H 4.959 -1.829 4.938 0.0 0.0 0.0
H 5.655 -1.196 2.653 0.0 0.0 0.0
H 4.252 0.339 1.316 0.0 0.0 0.0
H 3.890 3.382 1.911 0.0 0.0 0.0
H 5.087 4.593 0.119 0.0 0.0 0.0
H 4.479 4.222 -2.246 0.0 0.0 0.0
H 2.643 2.660 -2.824 0.0 0.0 0.0
H 1.430 1.461 -1.028 0.0 0.0 0.0
O 1.859 -3.220 1.014 -0.4 0.1 -0.2
C 1.609 -2.751 -0.108 0.3 0.1 0.5
O 0.644 -1.985 -0.425 0.7 -0.8 -0.4
C 2.563 -3.059 -1.236 0.1 -0.2 0.0
C 3.620 -3.931 -1.012 -0.1 0.1 0.0
C 4.524 -4.258 -2.023 0.1 0.0 -0.2
C 4.318 -3.669 -3.247 -0.2 0.1 0.0
O 5.054 -3.815 -4.400 0.1 -0.1 0.1
C 4.423 -2.996 -5.376 0.1 0.0 -0.2
O 3.303 -2.365 -4.782 -0.1 0.1 0.1
C 3.265 -2.797 -3.471 0.2 -0.1 0.0
C 2.365 -2.470 -2.491 0.0 0.1 -0.2
H 3.726 -4.357 -0.024 0.0 0.0 0.0
H 5.347 -4.941 -1.863 0.0 0.0 0.0
H 4.095 -3.616 -6.218 0.0 0.0 0.1
H 5.129 -2.238 -5.732 0.0 0.0 0.1
H 1.540 -1.788 -2.660 0.0 0.0 0.1
```
Positions in Å, forces in eV/Å.

The highest occupied orbital energy (alpha / beta) comes out at -3.725 / -4.513 eV. The charge is -1. For the strongest force on any atom, the calculation gives 1.43 eV/Å. The calculation puts the frontier orbital gap (alpha / beta) at 6.05 / 6.82 eV. As for the expectation value of S²: 8.76. Its spin multiplicity is 6.

Mulliken population analysis, charges in e, atoms 1 to 2: atom 1 (Mn): 0.131, atom 2 (I): 0.220